C4H12IN2 | wB97M-V/def2-TZVPD

HOMO	-13.3	eV
net charge	+1
LUMO level	-0.1552	Eh
Kohn-Sham gap	9.112	eV

Last column: Löwdin charge in e.
Positions of all 19 atoms, in Å:
I 3.84 0.19 0.02  0.9166
N 0.45 0.37 -0.49  0.0557
N 2.29 -1.19 -0.26  -0.4603
C 0.17 -2.16 0.19  0.0220
C -0.67 0.91 0.24  -0.2441
C 1.06 -0.88 0.27  -0.4961
C -1.20 2.31 -0.09  -0.0651
H 0.27 -2.63 -0.74  0.0725
H 2.19 -1.39 -1.29  0.0818
H -0.52 0.89 1.31  0.1309
H -1.40 2.45 -1.15  0.0770
H -1.59 0.34 0.13  0.1301
H 1.25 -0.55 1.22  0.0956
H -0.52 3.18 0.19  0.1108
H -0.82 -2.05 0.58  0.0831
H -2.14 2.53 0.31  0.0650
H 0.03 0.03 -1.43  0.2236
H 1.36 1.01 -0.45  0.1238
H 0.65 -2.76 0.89  0.0771

C4H12INSi | wB97M-V/def2-TZVPD

HOMO	-9.3	eV
LUMO level	0.0259	Eh
Kohn-Sham gap	9.965	eV

Last column: Löwdin charge in e.
Positions of all 19 atoms, in Å:
I 2.71 0.46 0.16  0.4324
Si 0.35 1.05 -0.03  0.0660
N 0.21 -2.32 0.21  0.0001
C -0.77 0.49 1.40  -0.2531
C -0.21 0.16 -1.62  -0.2799
C 0.21 2.94 0.11  -0.2332
C 0.14 -3.49 -0.21  -0.1213
H -1.32 0.21 -1.63  0.0312
H -0.52 -3.91 -1.04  0.0950
H 0.82 -2.21 1.02  0.0394
H -0.52 0.87 2.44  0.0490
H 0.16 -0.89 -1.73  -0.0044
H 0.28 0.59 -2.58  0.0513
H 0.88 -4.11 0.26  0.0487
H 1.13 3.42 0.26  -0.0105
H -0.38 3.34 -0.76  0.0403
H -1.00 -0.59 1.53  0.0166
H -0.46 3.09 0.99  0.0323
H -1.72 0.91 1.22  0.0002

C4H12N2 | wB97M-V/def2-TZVPD

HOMO (alpha / beta)	1.2 / -4.7	eV
multiplicity	2
expectation value of S²	0.750
net charge	-1
LUMO level (alpha / beta)	0.1459 / 0.1418	Eh
Kohn-Sham gap (alpha / beta)	2.783 / 8.599	eV

Last column: Mulliken spin population.
Positions of all 18 atoms, in Å:
N 0.50 -0.34 1.69  0.1388
N -0.87 1.31 -0.21  -0.9172
C 0.77 -1.55 0.94  0.1550
C -1.98 0.64 -0.97  2.7964
C 1.85 -2.35 1.12  0.0179
C 0.32 1.40 -1.07  1.4457
H -0.32 0.38 1.18  -0.0228
H -1.21 2.18 0.15  -0.1333
H 2.11 -3.28 0.54  -0.0312
H 0.35 0.56 -1.81  -0.0920
H -0.04 -2.08 0.37  -0.0607
H 0.40 2.31 -1.71  -0.8472
H -3.09 0.79 -0.51  -0.7512
H -1.78 -0.49 -0.99  -0.2847
H 2.67 -2.00 1.78  -0.0009
H -2.18 1.08 -1.99  -0.4082
H 1.18 1.32 -0.40  0.0803
H 1.33 0.12 1.87  -0.0846

C4H12N2 | wB97M-V/def2-TZVPD

HOMO (alpha / beta)	1.5 / -5.4	eV
multiplicity	2
expectation value of S²	0.750
net charge	-1
LUMO level (alpha / beta)	0.1446 / 0.1440	Eh
Kohn-Sham gap (alpha / beta)	2.439 / 9.340	eV

Last column: Mulliken spin population.
Positions of all 18 atoms, in Å:
N -1.65 -2.37 -0.79  0.1239
N 0.55 2.83 -1.28  0.3323
C 0.71 2.39 0.06  -0.1328
C -0.36 -2.84 1.28  1.0440
C 1.28 3.15 1.00  0.2334
C -0.28 -2.53 -0.18  1.5915
H -2.14 -3.21 -0.51  -0.1391
H -1.24 -3.46 1.51  -0.1564
H 0.15 -3.40 -0.72  -0.7223
H 1.21 4.23 0.89  0.0245
H 0.37 -1.70 -0.45  -0.1310
H -1.48 -2.32 -1.79  -0.0985
H -0.74 -1.97 1.83  -0.2415
H 0.63 -3.18 1.60  -0.5076
H 0.34 1.40 0.28  0.3506
H -0.38 2.98 -1.60  -0.1814
H 1.59 2.85 1.98  -0.3591
H 1.27 3.54 -1.41  -0.0306

C4H12N2 | wB97M-V/def2-TZVPD

HOMO	-8.5	eV
LUMO level	0.0400	Eh
Kohn-Sham gap	9.573	eV

Last column: Löwdin charge in e.
Positions of all 18 atoms, in Å:
N -0.37 -0.47 1.90  -0.1538
N 0.62 1.46 -1.94  -0.0688
C 0.36 -0.64 -0.50  -0.2268
C -1.78 -0.80 1.72  -0.1622
C 0.27 0.24 0.74  -0.2625
C 1.16 0.11 -1.56  -0.3357
H -0.22 0.05 2.80  0.1136
H -0.29 1.20 0.52  0.1167
H 1.00 -1.54 -0.26  0.1272
H 1.27 0.53 1.00  0.1003
H 0.97 2.29 -1.36  0.0851
H 0.78 1.55 -3.04  0.1122
H -2.38 -1.15 2.54  0.0620
H -2.32 0.08 1.25  0.0868
H -0.63 -0.91 -0.85  0.0978
H 2.28 0.12 -1.36  0.1113
H 1.07 -0.52 -2.54  0.1247
H -1.79 -1.61 0.95  0.0723

C4H12N2 | wB97M-V/def2-TZVPD

HOMO	-9.4	eV
LUMO level	0.0393	Eh
Kohn-Sham gap	10.418	eV

Last column: Löwdin charge in e.
Positions of all 18 atoms, in Å:
N 2.40 0.18 -1.76  -0.0027
N -1.09 -1.50 1.40  0.0255
C -1.62 -0.63 0.32  -0.2649
C -0.82 0.74 0.53  -0.2314
C 0.93 0.08 -1.08  -0.2029
C 0.66 0.71 0.35  -0.2293
H -2.70 -0.34 0.22  0.1115
H 0.61 -1.00 -0.89  0.1122
H 1.40 0.37 1.07  0.1059
H -1.18 1.23 1.45  0.1063
H -1.46 -0.98 2.18  0.0684
H 2.82 1.06 -1.64  0.0118
H -1.64 -2.30 1.35  0.0339
H -1.07 1.56 -0.09  0.0859
H 2.86 -0.51 -1.13  0.0493
H 0.34 0.50 -1.79  0.0575
H 0.92 1.74 0.20  0.0852
H -1.35 -0.92 -0.69  0.0780

C4H12N2 | wB97M-V/def2-TZVPD

HOMO	-9.3	eV
LUMO level	0.0377	Eh
Kohn-Sham gap	10.334	eV

Last column: Löwdin charge in e.
Positions of all 18 atoms, in Å:
N 0.10 0.56 -0.69  -0.0415
N 2.46 0.98 -1.38  -0.0117
C 1.53 0.40 -0.38  -0.3753
C -2.02 0.47 0.44  -0.1004
C -0.64 -1.45 0.89  -0.0902
C -0.50 0.04 0.65  -0.4335
H 1.73 0.70 0.67  0.1123
H 2.32 1.99 -1.55  0.0692
H -0.10 -2.16 0.29  0.0721
H -0.12 0.67 1.44  0.1159
H -2.50 0.35 1.49  0.1119
H 2.31 0.49 -2.27  0.0577
H 1.89 -0.60 -0.32  0.0884
H -2.19 -0.14 -0.54  0.1015
H -1.67 -1.71 0.79  0.0552
H -0.14 -0.30 -1.42  0.1660
H -2.26 1.41 0.04  0.0301
H -0.21 -1.70 1.85  0.0723

C4H12N2 | wB97M-V/def2-TZVPD

HOMO	-9.2	eV
LUMO level	0.0372	Eh
Kohn-Sham gap	10.174	eV

Last column: Löwdin charge in e.
Positions of all 18 atoms, in Å:
N -1.15 -2.65 0.54  -0.0913
N 0.99 1.76 0.03  -0.1823
C -0.44 2.14 -0.52  -0.0977
C -0.19 -1.88 0.87  -0.0892
C -1.19 -3.03 -0.84  -0.2109
C 1.73 2.98 0.18  -0.2044
H 2.73 2.86 0.75  0.1215
H -2.24 -3.20 -1.19  0.0682
H -0.90 2.75 0.17  0.0113
H -1.20 1.22 -0.54  0.1036
H 1.14 3.79 0.53  0.0598
H -0.30 2.70 -1.49  0.0874
H 0.52 -1.45 0.18  0.0513
H 0.94 1.44 1.03  0.0911
H -0.73 -4.11 -1.00  0.1077
H -0.58 -2.43 -1.63  0.0922
H 2.03 3.19 -0.74  0.0162
H 0.33 -1.88 1.83  0.0656

C4H12N2 | wB97M-V/def2-TZVPD

HOMO	-9.5	eV
LUMO level	0.0340	Eh
Kohn-Sham gap	10.397	eV

Last column: Löwdin charge in e.
Positions of all 18 atoms, in Å:
N -0.10 -0.58 0.69  0.1175
N 2.61 0.68 -0.28  0.0676
C -0.47 -0.02 -0.38  -0.5092
C 2.81 -0.34 0.41  -0.1309
C -0.40 -0.75 -1.72  -0.0438
C -0.81 1.44 -0.52  -0.0656
H -1.29 -0.21 -2.25  0.1174
H 2.16 -1.24 0.36  0.0618
H -0.64 2.00 -1.37  0.0413
H 3.56 -0.46 1.15  0.0429
H -0.23 2.02 0.24  0.0949
H -3.81 -1.61 3.80  0.0032
H -0.42 -1.83 -1.63  0.0701
H 1.83 0.75 -0.78  -0.0579
H 0.57 -0.60 -2.15  0.0591
H -3.50 -0.90 3.31  -0.0023
H -1.87 1.64 -0.36  0.0849
H 0.02 0.01 1.48  0.0489

C4H12N2 | wB97M-V/def2-TZVPD

HOMO	-9.0	eV
LUMO level	0.0426	Eh
Kohn-Sham gap	10.195	eV

Last column: Löwdin charge in e.
Positions of all 18 atoms, in Å:
N -1.89 -1.02 -0.62  -0.0022
N 2.05 -0.98 1.22  -0.0147
C -0.46 0.99 -0.94  -0.1886
C 0.82 0.18 -0.55  -0.2160
C 1.18 0.13 0.94  -0.3135
C -1.70 0.37 -0.28  -0.3304
H 0.23 0.11 1.47  0.0854
H 1.62 0.56 -1.20  0.1035
H 2.62 -1.32 0.46  0.0606
H 0.61 -0.83 -0.92  0.0938
H -0.40 2.06 -0.72  0.1029
H 1.59 1.11 1.24  0.1128
H -2.84 -1.28 -0.34  0.0725
H 2.70 -0.76 1.97  0.0658
H -0.47 0.82 -2.02  0.1016
H -2.59 0.97 -0.51  0.1068
H -1.67 0.56 0.81  0.0966
H -1.39 -1.66 -0.02  0.0631

C4H12N2 | wB97M-V/def2-TZVPD

HOMO	-8.5	eV
LUMO level	0.0313	Eh
Kohn-Sham gap	9.339	eV

Last column: Löwdin charge in e.
Positions of all 18 atoms, in Å:
N -0.90 0.74 -0.87  -0.1253
N 0.44 -1.70 -0.85  -0.0097
C 0.04 1.96 -1.11  -0.1101
C 0.32 -0.01 1.29  -0.1928
C -0.99 0.49 0.56  -0.3219
C 0.86 -1.41 0.89  -0.1908
H 1.98 -1.32 0.84  0.1110
H 1.12 0.67 0.87  0.1093
H 0.28 2.27 -0.09  0.0411
H -1.46 1.29 1.15  0.0958
H -1.95 -0.21 0.82  0.1456
H 0.85 -2.61 -1.04  0.0150
H 0.18 0.10 2.33  0.0846
H -0.40 -0.19 -1.09  0.0340
H 1.01 1.75 -1.65  0.0728
H -0.08 -1.89 0.23  0.0557
H -0.37 2.81 -1.75  0.0730
H 0.63 -2.18 1.65  0.1126

C4H12N2 | wB97M-V/def2-TZVPD

HOMO	-9.1	eV
LUMO level	0.0404	Eh
Kohn-Sham gap	10.179	eV

Last column: Löwdin charge in e.
Positions of all 18 atoms, in Å:
N -0.11 -0.17 -0.81  -0.2747
N 1.56 -0.64 1.47  -0.0321
C -1.28 -0.45 -1.75  -0.0758
C 0.33 1.17 -1.06  -0.1529
C -0.70 -0.20 0.56  -0.2535
C 0.32 0.16 1.64  -0.2856
H 0.44 1.47 -2.09  0.0766
H 0.69 1.15 1.82  0.0912
H 1.22 1.50 -0.53  0.0800
H 1.29 -1.62 1.73  0.0771
H -0.09 -0.14 2.65  0.1183
H 1.75 -0.70 0.47  0.0452
H -1.57 -1.54 -1.62  0.0933
H -1.51 0.53 0.73  0.1103
H -0.44 1.87 -0.64  0.0948
H -2.06 0.25 -1.44  0.0693
H -0.76 -0.27 -2.76  0.1048
H -1.16 -1.17 0.76  0.1137

Values of energy above the lowest of the compared OMol25 structures with the same formula, charge and spin, in order: 1.7377; 0.0968; 2.1479; 1.5833; 1.4715; 2.0389; 2.4314; 3.4011; 3.7150; 0.6888; 5.4760; 1.5141, all in eV.